i:
{"formula": "C2H4N4", "method": "the ωB97M-V functional and the def2-TZVPD basis", "orbital_gap_ha": [0.3723, 0.2355], "homo_energy_ev": [-10.4, -10.0], "lumo_ev": [-0.26, -3.62], "species": ["C", "C", "N", "N", "N", "N", "H", "H", "H", "H"], "positions_angstrom": [[-1.080, -1.504, 0.545], [-1.129, 0.651, 0.424], [-1.866, -0.386, 0.729], [0.085, -1.088, 0.099], [0.088, 0.258, 0.030], [2.320, 0.610, -1.175], [-1.493, -2.500, 0.694], [-1.641, 1.674, 0.652], [2.554, 0.898, -0.215], [2.161, 1.385, -1.783]]}

ii:
{"formula": "C2H4N4", "method": "the ωB97M-V functional and the def2-TZVPD basis", "orbital_gap_ha": 0.3839, "homo_energy_ev": -9.9, "lumo_ev": 0.51, "species": ["H", "N", "C", "C", "N", "N", "N", "H", "H", "H"], "positions_angstrom": [[0.924, -1.935, -0.357], [1.149, -0.982, -0.628], [0.676, -0.128, 0.180], [-0.456, -0.270, 1.158], [-1.442, 0.365, 0.657], [-0.931, 1.016, -0.553], [0.486, 1.208, -0.232], [-0.525, -0.852, 2.073], [-0.849, 0.191, -1.188], [0.967, 1.386, -1.110]]}

Verdict on stability: ii comes out on top.

i:
{"formula": "C4H13NO2", "method": "the ωB97M-V functional and the def2-TZVPD basis", "orbital_gap_ha": 0.3392, "homo_energy_ev": -8.7, "lumo_ev": 0.55, "species": ["C", "C", "C", "N", "C", "H", "H", "H", "H", "H", "H", "H", "H", "H", "O", "H", "H", "O", "H", "H"], "positions_angstrom": [[-1.612, 0.812, 0.290], [-0.801, -0.388, 0.789], [-1.482, -1.457, -0.141], [-1.674, -0.812, -1.436], [-1.694, 0.644, -1.239], [-1.322, 1.794, 0.671], [-2.652, 0.755, 0.618], [0.244, -0.430, 0.483], [-0.895, -0.772, 1.802], [-0.895, -2.368, -0.241], [-2.452, -1.741, 0.285], [-0.953, -1.143, -2.055], [-0.877, 1.142, -1.763], [-2.658, 1.018, -1.585], [3.523, -0.805, -0.975], [3.129, -0.988, -1.832], [3.078, -0.026, -0.685], [3.456, 1.583, 1.991], [3.949, 1.336, 2.773], [2.588, 1.847, 2.249]]}

ii:
{"formula": "C4H13NO2", "method": "the ωB97M-V functional and the def2-TZVPD basis", "orbital_gap_ha": 0.3515, "homo_energy_ev": -8.7, "lumo_ev": 0.84, "species": ["C", "C", "N", "C", "C", "O", "H", "H", "H", "H", "H", "H", "H", "H", "H", "H", "H", "O", "H", "H"], "positions_angstrom": [[-0.346, 0.624, 1.308], [0.120, 0.530, -0.110], [1.500, 0.928, -0.096], [-0.856, 1.639, -0.873], [-2.173, 0.893, -1.281], [-2.528, 1.127, -2.684], [-1.486, 0.684, 1.463], [-0.176, 1.574, 1.844], [0.067, -0.129, 1.982], [-0.021, -0.490, -0.802], [1.785, 1.855, 0.147], [1.994, 0.557, -0.916], [-1.120, 2.626, -0.389], [-0.653, 1.977, -1.851], [-2.363, -0.120, -1.077], [-2.912, 1.507, -0.731], [-1.914, 0.512, -3.147], [3.549, -4.899, 3.043], [4.092, -4.040, 2.967], [3.569, -4.958, 4.041]]}

Verdict on stability: i comes out on top.

i:
{"formula": "C5H13N2", "method": "the ωB97M-V functional and the def2-TZVPD basis", "orbital_gap_ha": 0.3823, "homo_energy_ev": -13.5, "lumo_ev": -3.09, "total_charge": 1, "species": ["N", "C", "C", "C", "C", "C", "N", "H", "H", "H", "H", "H", "H", "H", "H", "H", "H", "H", "H", "H"], "positions_angstrom": [[1.337, 1.515, -1.772], [0.724, 1.453, -0.521], [1.070, 0.487, 0.387], [0.218, 0.133, 1.681], [-0.760, -0.908, 1.383], [-1.380, -0.817, -0.058], [-0.321, -1.125, -0.976], [2.083, 2.277, -1.892], [0.510, 1.861, -2.337], [0.072, 2.291, -0.115], [1.880, -0.207, 0.319], [-0.304, 1.071, 2.141], [0.945, -0.122, 2.531], [-0.284, -1.892, 1.283], [-1.476, -1.026, 2.061], [-2.177, -1.537, -0.205], [-1.774, 0.176, -0.354], [0.230, -1.827, -0.542], [0.187, -0.243, -1.199], [-0.781, -1.558, -1.814]]}

ii:
{"formula": "C5H13N2", "method": "the ωB97M-V functional and the def2-TZVPD basis", "orbital_gap_ha": 0.3265, "homo_energy_ev": -13.6, "lumo_ev": -4.73, "total_charge": 1, "species": ["C", "N", "C", "C", "N", "C", "C", "H", "H", "H", "H", "H", "H", "H", "H", "H", "H", "H", "H", "H"], "positions_angstrom": [[-1.486, -0.716, -0.772], [-1.318, 0.132, 0.173], [-2.216, 0.423, 1.224], [0.058, 0.536, 0.548], [0.808, -0.217, -0.401], [1.514, 0.676, -1.368], [1.767, -1.084, 0.343], [-2.468, -1.123, -0.926], [-0.624, -1.107, -1.307], [-3.350, 0.425, 0.805], [-2.213, -0.274, 2.010], [-2.158, 1.374, 1.645], [0.289, 1.694, 0.392], [0.319, 0.354, 1.539], [2.052, 1.624, -1.093], [2.121, 0.175, -1.994], [0.832, 1.135, -2.158], [2.877, -0.636, 0.572], [1.333, -1.558, 1.144], [1.862, -1.833, -0.378]]}

iii:
{"formula": "C5H13N2", "method": "the ωB97M-V functional and the def2-TZVPD basis", "orbital_gap_ha": 0.3753, "homo_energy_ev": -14.2, "lumo_ev": -3.96, "total_charge": 1, "species": ["C", "C", "C", "C", "C", "N", "N", "H", "H", "H", "H", "H", "H", "H", "H", "H", "H", "H", "H", "H"], "positions_angstrom": [[2.754, -0.787, -0.131], [-0.572, 0.823, -1.504], [-0.381, 1.854, 0.820], [-1.514, -1.624, 0.024], [-0.790, 0.716, -0.003], [1.646, -0.891, 0.430], [-1.167, -0.358, 0.643], [3.788, -1.006, 0.150], [2.633, -0.174, -1.025], [-1.607, 0.865, -1.862], [-0.059, -0.198, -1.717], [0.207, 1.659, -1.775], [0.667, 1.621, 1.270], [-1.036, 2.054, 1.717], [-0.431, 2.853, 0.303], [-1.755, -2.243, 0.771], [-2.422, -1.434, -0.695], [-0.735, -2.179, -0.403], [1.771, -1.256, 1.350], [-0.996, -0.296, 1.637]]}

iv:
{"formula": "C5H13N2", "method": "the ωB97M-V functional and the def2-TZVPD basis", "orbital_gap_ha": 0.2144, "homo_energy_ev": -13.6, "lumo_ev": -7.77, "total_charge": 1, "species": ["C", "C", "C", "C", "N", "C", "N", "H", "H", "H", "H", "H", "H", "H", "H", "H", "H", "H", "H", "H"], "positions_angstrom": [[-2.504, -0.523, 0.347], [-1.941, 0.086, -0.952], [-0.652, 0.747, -0.632], [0.570, 0.099, -0.889], [1.803, 0.315, -0.520], [2.100, 1.660, -0.075], [1.270, -1.846, 1.324], [-3.128, -1.389, 0.155], [-2.887, 0.211, 1.055], [-2.647, 0.621, -1.582], [-1.599, -0.687, -1.656], [-0.748, 1.709, -0.126], [0.440, -0.841, -1.431], [1.714, -1.505, 0.476], [1.288, 2.214, 0.395], [2.418, 2.235, -0.948], [3.002, 1.671, 0.542], [1.660, -2.732, 1.604], [-1.627, -0.911, 0.892], [1.468, -1.133, 2.021]]}

Verdict on stability: iii comes out on top.

i:
{"formula": "C5H13N2", "method": "the ωB97M-V functional and the def2-TZVPD basis", "orbital_gap_ha": 0.3127, "homo_energy_ev": -12.9, "lumo_ev": -4.41, "total_charge": 1, "species": ["C", "C", "N", "C", "C", "C", "N", "H", "H", "H", "H", "H", "H", "H", "H", "H", "H", "H", "H", "H"], "positions_angstrom": [[0.507, 1.678, 2.024], [0.354, 0.684, 0.915], [1.601, 0.092, 0.419], [-0.633, 1.104, -0.268], [-1.159, -0.162, -0.996], [-0.800, -1.487, -0.621], [-0.382, -2.509, -1.696], [1.074, 1.333, 2.955], [-0.466, 2.229, 2.192], [1.238, 2.411, 1.530], [-0.280, -0.188, 1.415], [1.467, 0.203, -0.605], [2.372, 0.698, 0.741], [-0.224, 1.973, -0.947], [-1.539, 1.573, 0.243], [-1.920, 0.020, -1.877], [-0.242, -1.681, 0.352], [-0.063, -3.274, -1.199], [0.355, -2.176, -2.250], [-1.260, -2.519, -2.326]]}

ii:
{"formula": "C5H13N2", "method": "the ωB97M-V functional and the def2-TZVPD basis", "orbital_gap_ha": 0.1976, "homo_energy_ev": -14.2, "lumo_ev": -8.84, "total_charge": 1, "species": ["N", "C", "C", "C", "C", "C", "N", "H", "H", "H", "H", "H", "H", "H", "H", "H", "H", "H", "H", "H"], "positions_angstrom": [[0.521, -0.746, -0.210], [-0.391, -0.179, 0.649], [0.010, 1.326, 0.932], [0.061, 2.016, -0.405], [-0.539, 3.153, -0.801], [-0.564, -1.057, 1.922], [-1.105, -2.338, 1.367], [1.459, -0.607, 0.210], [-1.397, -0.181, 0.176], [-0.659, -2.553, 0.477], [2.629, -3.202, -5.481], [-0.791, 1.768, 1.545], [0.992, 1.374, 1.447], [0.722, 1.540, -1.104], [-1.208, 3.730, -0.171], [-0.504, 3.378, -1.884], [-1.383, -0.742, 2.533], [0.422, -1.087, 2.442], [2.647, -2.456, -5.619], [-0.921, -3.136, 1.972]]}

Verdict on stability: i comes out on top.

i:
{"formula": "C5H13N2", "method": "the ωB97M-V functional and the def2-TZVPD basis", "orbital_gap_ha": 0.3802, "homo_energy_ev": -14.1, "lumo_ev": -3.76, "total_charge": 1, "species": ["C", "N", "C", "C", "C", "C", "N", "H", "H", "H", "H", "H", "H", "H", "H", "H", "H", "H", "H", "H"], "positions_angstrom": [[0.933, -2.829, 0.560], [0.672, -1.470, 0.201], [-0.432, -0.806, 0.085], [-0.209, 0.985, -0.186], [-0.797, 1.262, -1.512], [-1.117, 1.480, 1.043], [1.147, 1.233, -0.237], [1.640, -2.950, 1.375], [1.267, -3.288, -0.320], [0.017, -3.191, 0.796], [1.488, -0.728, 0.085], [-1.328, -1.330, 0.306], [-0.530, 2.263, -1.749], [-0.247, 0.647, -2.290], [-1.854, 1.109, -1.528], [-2.135, 1.350, 0.660], [-1.014, 0.983, 1.980], [-0.671, 2.517, 1.360], [1.708, 1.503, 0.551], [1.461, 1.259, -1.181]]}

ii:
{"formula": "C5H13N2", "method": "the ωB97M-V functional and the def2-TZVPD basis", "orbital_gap_ha": 0.3631, "homo_energy_ev": -13.2, "lumo_ev": -3.32, "total_charge": 1, "species": ["C", "C", "C", "C", "C", "N", "N", "H", "H", "H", "H", "H", "H", "H", "H", "H", "H", "H", "H", "H"], "positions_angstrom": [[0.933, 1.205, 0.015], [1.537, -0.008, 0.635], [0.320, -0.073, -0.261], [2.575, -0.818, -0.065], [-1.489, -0.289, 0.392], [-2.249, -1.314, -0.184], [-1.978, 1.083, -0.048], [0.579, 1.870, 0.806], [1.434, 1.754, -0.836], [1.278, -0.274, 1.682], [0.366, -0.453, -1.225], [2.092, -1.793, -0.204], [3.528, -0.756, 0.526], [2.672, -0.341, -1.102], [-1.360, -0.439, 1.473], [-2.237, -2.275, 0.134], [-2.244, -1.417, -1.247], [-1.424, 1.199, -0.922], [-1.411, 1.855, 0.410], [-2.920, 1.282, 0.021]]}

Verdict on stability: i comes out on top.

i:
{"formula": "C5H13N2", "method": "the ωB97M-V functional and the def2-TZVPD basis", "orbital_gap_ha": 0.2490, "homo_energy_ev": -14.4, "lumo_ev": -7.66, "total_charge": 1, "species": ["C", "C", "C", "C", "C", "N", "N", "H", "H", "H", "H", "H", "H", "H", "H", "H", "H", "H", "H", "H"], "positions_angstrom": [[-2.680, 0.210, 0.871], [-1.392, -0.513, 0.326], [-0.132, 0.391, 0.430], [0.801, 0.292, -0.702], [2.228, -0.147, -0.450], [2.990, 0.756, 0.342], [-1.857, -1.147, -0.996], [-2.601, 1.209, 0.383], [-3.611, -0.301, 0.578], [-2.599, 0.312, 1.988], [-1.148, -1.328, 1.030], [-0.426, 1.422, 0.599], [0.377, 0.098, 1.349], [0.595, 1.154, -1.326], [2.121, -1.075, 0.128], [3.189, 1.699, 0.023], [3.157, 0.828, 1.360], [-1.142, -1.890, -1.120], [2.734, -0.431, -1.372], [-1.397, -0.379, -1.482]]}

ii:
{"formula": "C5H13N2", "method": "the ωB97M-V functional and the def2-TZVPD basis", "orbital_gap_ha": 0.4078, "homo_energy_ev": -13.9, "lumo_ev": -2.80, "total_charge": 1, "species": ["C", "C", "C", "C", "N", "N", "C", "H", "H", "H", "H", "H", "H", "H", "H", "H", "H", "H", "H", "H"], "positions_angstrom": [[-0.593, 1.928, -1.051], [-0.135, 0.806, -0.574], [1.059, 0.645, 0.355], [0.628, 0.361, 1.797], [-0.110, -0.920, 1.911], [-0.880, -0.433, -0.847], [-0.222, -1.431, -1.741], [-1.367, 2.003, -1.781], [-0.224, 2.901, -0.764], [1.572, -0.227, -0.028], [1.643, 1.540, 0.180], [1.509, 0.300, 2.435], [0.125, 1.215, 2.248], [-0.657, -0.979, 2.758], [0.579, -1.658, 1.934], [-1.777, -0.146, -1.198], [-0.976, -0.882, 0.100], [0.643, -1.803, -1.216], [-0.890, -2.277, -1.850], [0.073, -0.942, -2.669]]}

iii:
{"formula": "C5H13N2", "method": "the ωB97M-V functional and the def2-TZVPD basis", "orbital_gap_ha": 0.3057, "homo_energy_ev": -11.8, "lumo_ev": -3.44, "total_charge": 1, "species": ["C", "N", "C", "C", "C", "C", "N", "H", "H", "H", "H", "H", "H", "H", "H", "H", "H", "H", "H", "H"], "positions_angstrom": [[1.247, 3.093, 0.072], [0.539, 1.949, 0.657], [0.632, 0.741, 0.014], [0.513, -0.470, 0.572], [0.437, -1.739, -0.250], [-0.885, -1.874, -0.998], [-2.038, -1.637, -0.043], [1.471, 2.912, -0.968], [0.663, 4.001, 0.216], [2.180, 3.301, 0.602], [0.748, 1.855, 1.641], [0.862, 0.822, -1.044], [0.155, -0.552, 1.596], [0.656, -2.630, 0.335], [1.188, -1.668, -1.039], [-0.987, -1.075, -1.728], [-1.043, -2.841, -1.463], [-1.853, -0.767, 0.472], [-2.160, -2.402, 0.622], [-2.927, -1.537, -0.533]]}

iv:
{"formula": "C5H13N2", "method": "the ωB97M-V functional and the def2-TZVPD basis", "orbital_gap_ha": 0.3996, "homo_energy_ev": -14.8, "lumo_ev": -3.88, "total_charge": 1, "species": ["C", "C", "C", "C", "N", "C", "N", "H", "H", "H", "H", "H", "H", "H", "H", "H", "H", "H", "H", "H"], "positions_angstrom": [[-1.963, -1.454, -0.708], [-1.574, -0.441, 0.391], [-0.724, 0.776, 0.017], [0.380, 0.641, -1.087], [1.870, 0.951, -0.680], [2.288, 0.625, 0.602], [1.625, 0.169, 1.606], [-2.816, -1.144, -1.219], [-1.088, -1.672, -1.362], [-2.269, -2.361, -0.255], [-2.469, -0.225, 0.977], [-0.942, -1.061, 1.101], [-0.388, 1.176, 1.080], [-1.282, 1.758, -0.283], [0.426, -0.424, -1.197], [0.193, 1.168, -1.948], [2.654, 1.202, -1.386], [3.258, 0.556, 0.504], [0.646, 0.315, 1.797], [2.175, -0.552, 2.049]]}

Verdict on stability: ii comes out on top.